Entry 1:
{"formula": "C32H61BeCaCl3CsN5O14PS", "method": "wB97M-V/def2-TZVPD", "e_lumo_ha": -0.24840, "homo_energy_ev": -7.7, "charge": 1, "gap_ev": 0.96, "species": ["C", "O", "C", "C", "C", "C", "C", "C", "C", "C", "C", "C", "C", "Cl", "C", "C", "C", "C", "N", "N", "N", "C", "C", "C", "N", "C", "C", "S", "O", "O", "O", "C", "C", "Cl", "H", "H", "H", "H", "H", "H", "H", "H", "H", "H", "H", "H", "H", "H", "H", "H", "H", "H", "H", "H", "H", "H", "H", "H", "H", "H", "H", "H", "H", "H", "H", "H", "H", "H", "H", "H", "H", "H", "H", "H", "Be", "O", "H", "C", "O", "C", "O", "O", "C", "H", "H", "H", "H", "H", "H", "Cl", "Ca", "C", "C", "N", "H", "H", "H", "C", "C", "C", "O", "C", "H", "H", "H", "H", "H", "H", "H", "H", "O", "P", "O", "O", "O", "Cs", "O", "H", "H", "H"], "positions_angstrom": [[3.68, 7.21, 4.95], [2.63, 8.15, 4.62], [2.16, 7.98, 3.26], [0.57, 7.56, 3.21], [0.36, 5.96, 2.98], [0.47, 5.27, 4.43], [-0.06, 3.76, 4.52], [-0.24, 3.00, 3.13], [1.12, 2.68, 2.35], [1.94, 1.44, 2.93], [3.27, 1.08, 2.06], [2.92, 0.36, 0.68], [3.10, 1.22, -0.66], [3.05, 3.06, -0.34], [1.77, 0.98, -1.58], [1.92, -0.12, -2.72], [0.68, -1.08, -2.98], [-0.35, -1.31, -1.80], [-1.22, -2.49, -2.20], [-1.32, -0.17, -1.60], [0.23, -1.64, -0.47], [2.12, 0.69, -4.11], [1.04, 1.58, -4.72], [1.28, 2.25, -6.04], [2.41, 2.26, -6.89], [3.40, 1.47, -6.26], [3.37, 0.67, -4.99], [3.37, -1.21, -2.34], [3.07, -2.22, -1.24], [3.68, -2.07, -3.56], [4.72, -0.30, -2.04], [4.50, 0.96, -1.41], [5.67, 1.10, -0.28], [4.80, 2.43, -2.52], [3.57, 6.20, 4.42], [3.67, 7.01, 6.07], [4.73, 7.58, 4.69], [2.85, 7.25, 2.68], [2.30, 9.00, 2.75], [0.17, 7.88, 4.23], [0.09, 8.17, 2.38], [-0.64, 5.84, 2.47], [1.18, 5.65, 2.25], [-0.20, 5.89, 5.13], [1.52, 5.33, 4.88], [-1.10, 3.80, 5.02], [0.58, 3.11, 5.20], [-0.90, 3.58, 2.38], [-0.77, 1.99, 3.30], [1.81, 3.58, 2.29], [0.83, 2.42, 1.27], [1.31, 0.51, 3.14], [2.36, 1.77, 3.95], [3.80, 0.29, 2.71], [4.00, 1.94, 2.00], [3.65, -0.53, 0.59], [1.89, -0.12, 0.79], [1.56, 1.99, -2.11], [0.93, 0.85, -0.84], [0.07, -0.79, -3.91], [1.12, -2.12, -3.25], [-1.69, -2.76, -1.32], [-0.55, -3.22, -2.46], [-2.18, -0.38, -2.12], [-0.93, 0.67, -2.07], [-0.34, -1.28, 0.31], [0.31, -2.67, -0.38], [0.05, 1.73, -4.17], [0.41, 2.88, -6.44], [4.38, 1.43, -6.85], [4.28, 0.08, -4.67], [6.67, 1.13, -0.84], [5.56, 2.03, 0.35], [5.71, 0.16, 0.37], [3.29, 5.44, 2.26], [-3.71, -3.49, -1.84], [-4.39, -3.76, -2.45], [-7.71, -6.23, 2.87], [-6.42, -6.53, 2.33], [-5.65, -5.45, 2.09], [-5.96, -4.30, 2.29], [-4.49, -5.88, 1.58], [-3.56, -4.83, 1.27], [-8.24, -7.17, 3.03], [-7.61, -5.72, 3.84], [-8.29, -5.61, 2.18], [-3.29, -4.27, 2.17], [-3.97, -4.16, 0.51], [-2.66, -5.29, 0.87], [-5.85, -8.47, 3.11], [-4.03, -9.90, 4.58], [2.92, -4.80, -5.13], [1.65, -5.27, -4.56], [0.65, -5.63, -4.11], [3.45, -5.61, -5.64], [2.76, -4.00, -5.85], [3.59, -4.42, -4.35], [-4.45, -5.77, -6.60], [-3.12, -6.02, -5.92], [-3.25, -5.18, -4.66], [-4.64, -5.15, -4.32], [-5.40, -5.68, -5.42], [-4.73, -6.54, -7.32], [-4.42, -4.81, -7.13], [-3.04, -7.08, -5.66], [-2.26, -5.75, -6.53], [-2.92, -4.15, -4.84], [-2.67, -5.59, -3.83], [-5.77, -6.67, -5.13], [-6.25, -5.03, -5.62], [2.47, 6.19, 8.68], [1.79, 5.06, 7.91], [1.74, 3.81, 8.78], [2.59, 4.77, 6.63], [0.36, 5.47, 7.53], [-5.39, -9.96, 0.94], [-3.65, 3.92, 4.72], [-4.33, 4.25, 4.09], [-3.28, 3.05, 4.43], [-4.00, 3.87, 5.64]]}

---

Entry 2:
{"formula": "C25H73BN6O8V", "method": "wB97M-V/def2-TZVPD", "spin_multiplicity": 3, "e_lumo_ha": [-0.21005, -0.26907], "s2": 2.04, "homo_energy_ev": [-11.3, -11.3], "charge": 1, "gap_ev": [5.61, 4.01], "species": ["O", "V", "B", "H", "H", "H", "H", "C", "O", "H", "H", "H", "C", "C", "C", "O", "C", "N", "H", "H", "H", "H", "H", "H", "H", "H", "H", "H", "H", "C", "C", "C", "O", "C", "N", "H", "H", "H", "H", "H", "H", "H", "H", "H", "H", "H", "C", "C", "C", "O", "C", "N", "H", "H", "H", "H", "H", "H", "H", "H", "H", "H", "H", "C", "C", "C", "O", "C", "N", "H", "H", "H", "H", "H", "H", "H", "H", "H", "H", "H", "C", "C", "C", "O", "C", "N", "H", "H", "H", "H", "H", "H", "H", "H", "H", "H", "H", "C", "C", "C", "O", "C", "N", "H", "H", "H", "H", "H", "H", "H", "H", "H", "H", "H"], "positions_angstrom": [[3.38, 2.98, -0.74], [3.08, 1.64, -1.57], [2.85, -0.10, -3.05], [2.56, -0.79, -3.82], [3.01, -0.64, -2.13], [3.76, 0.47, -3.20], [2.07, 0.62, -2.87], [0.53, 0.17, 0.36], [1.52, 1.01, -0.17], [0.81, -0.40, 1.25], [-0.42, 0.67, 0.55], [0.41, -0.67, -0.32], [-4.24, 1.36, -2.26], [-3.15, 1.54, -1.24], [-3.37, 2.86, -0.35], [-3.18, 4.06, -1.07], [-3.00, 5.18, -0.23], [-3.33, 0.36, -0.41], [-4.37, 0.47, -2.87], [-4.36, 2.22, -2.92], [-5.19, 1.38, -1.73], [-2.13, 1.56, -1.61], [-2.55, 2.76, 0.36], [-4.32, 2.82, 0.17], [-2.43, 5.07, 0.69], [-3.99, 5.54, 0.06], [-2.40, 5.89, -0.80], [-2.60, 0.37, 0.29], [-3.08, -0.42, -1.00], [-0.47, 2.01, 3.85], [0.78, 2.94, 3.80], [0.44, 4.30, 3.22], [1.68, 5.05, 2.99], [2.61, 4.60, 2.00], [1.27, 2.96, 5.22], [-0.82, 1.70, 2.87], [-1.32, 2.48, 4.34], [-0.41, 1.09, 4.43], [1.41, 2.34, 3.16], [-0.27, 4.76, 3.90], [-0.09, 4.00, 2.31], [3.26, 5.45, 1.80], [2.08, 4.36, 1.07], [3.17, 3.72, 2.33], [2.18, 3.39, 5.26], [1.51, 1.99, 5.38], [1.81, -3.73, 6.29], [1.88, -3.88, 4.75], [1.98, -2.49, 3.98], [3.13, -1.74, 4.25], [3.00, -0.40, 3.74], [2.76, -4.86, 4.18], [0.90, -3.16, 6.45], [2.45, -2.96, 6.71], [1.92, -4.66, 6.85], [0.86, -4.15, 4.48], [1.08, -1.90, 4.15], [1.93, -2.68, 2.91], [1.97, -0.04, 3.82], [3.30, -0.45, 2.69], [3.61, 0.27, 4.34], [3.03, -4.47, 3.29], [3.65, -4.72, 4.64], [3.11, 2.65, -5.35], [3.43, 3.77, -4.34], [2.17, 4.25, -3.55], [1.67, 3.19, -2.76], [0.39, 3.56, -2.27], [4.37, 3.07, -3.38], [2.40, 3.09, -6.05], [2.48, 1.89, -4.91], [4.06, 2.28, -5.74], [3.92, 4.58, -4.88], [1.55, 4.72, -4.31], [2.33, 5.14, -2.94], [0.31, 3.16, -1.26], [-0.39, 3.06, -2.85], [0.20, 4.63, -2.17], [4.95, 2.55, -4.02], [5.01, 3.77, -3.05], [-2.39, -3.70, 2.89], [-1.58, -3.39, 1.63], [-1.53, -4.69, 0.72], [-0.72, -5.81, 1.21], [0.45, -5.55, 2.00], [-2.06, -2.19, 0.91], [-2.74, -2.74, 3.28], [-1.85, -4.13, 3.73], [-3.37, -4.18, 2.82], [-0.58, -3.10, 1.94], [-1.28, -4.39, -0.30], [-2.50, -4.96, 0.30], [0.27, -5.42, 3.07], [1.03, -4.67, 1.72], [1.04, -6.44, 1.81], [-1.58, -1.34, 1.20], [-1.86, -2.33, -0.06], [-3.63, -2.22, -3.15], [-2.20, -2.63, -3.15], [-1.71, -2.96, -4.58], [-2.11, -4.29, -4.76], [-2.98, -4.52, -5.91], [-1.51, -1.53, -2.47], [-3.98, -1.68, -2.28], [-4.31, -3.07, -3.30], [-3.85, -1.57, -4.00], [-2.27, -3.50, -2.49], [-0.63, -2.81, -4.59], [-2.04, -2.12, -5.20], [-3.82, -3.84, -6.03], [-3.38, -5.52, -5.70], [-2.47, -4.61, -6.87], [-1.37, -0.85, -3.21], [-0.55, -1.67, -2.20]]}

---

Entry 3:
{"formula": "C3H3FN2", "method": "wB97M-V/def2-TZVPD", "e_lumo_ha": 0.01233, "e_above_lowest_kcal_mol": 74.7, "homo_energy_ev": -9.7, "smiles": "C#CN=C=N.F", "gap_ev": 10.07, "species": ["C", "C", "N", "C", "N", "H", "H", "F", "H"], "positions_angstrom": [[-1.70, -1.36, -0.42], [-0.86, -0.55, -0.16], [0.07, 0.30, 0.10], [1.23, -0.03, 0.05], [2.39, -0.13, 0.00], [-2.33, -2.19, -0.44], [3.11, -0.06, 0.71], [-1.09, 2.46, 0.01], [-0.81, 1.56, 0.16]]}